{"formula": "C96H94N14O37", "method": "ωB97M-V/def2-TZVPD", "mol_weight_g_mol": 2035.9, "homo_lumo_gap_ev": 8.396, "species": ["C", "C", "C", "C", "C", "C", "N", "O", "O", "H", "H", "H", "H", "H", "C", "C", "C", "C", "C", "C", "N", "O", "O", "H", "H", "H", "H", "H", "C", "C", "C", "C", "C", "C", "N", "O", "O", "H", "H", "H", "H", "H", "C", "C", "C", "C", "C", "C", "N", "O", "O", "H", "H", "H", "H", "H", "C", "C", "C", "C", "C", "C", "N", "O", "O", "H", "H", "H", "H", "H", "C", "C", "C", "C", "C", "C", "N", "O", "O", "H", "H", "H", "H", "H", "C", "C", "C", "C", "C", "C", "N", "O", "O", "H", "H", "H", "H", "H", "C", "C", "C", "C", "C", "C", "N", "O", "O", "H", "H", "H", "H", "H", "C", "C", "C", "C", "C", "C", "N", "O", "O", "H", "H", "H", "H", "H", "C", "C", "C", "C", "C", "C", "N", "O", "O", "H", "H", "H", "H", "H", "C", "C", "C", "C", "C", "C", "N", "O", "O", "H", "H", "H", "H", "H", "C", "C", "C", "C", "C", "C", "N", "O", "O", "H", "H", "H", "H", "H", "C", "C", "C", "C", "C", "C", "N", "O", "O", "H", "H", "H", "H", "H", "C", "C", "C", "C", "C", "C", "N", "O", "O", "H", "H", "H", "H", "H", "C", "C", "O", "C", "O", "O", "C", "H", "H", "H", "H", "H", "H", "H", "H", "C", "C", "O", "C", "O", "O", "C", "H", "H", "H", "H", "H", "H", "H", "H", "C", "C", "O", "C", "O", "O", "C", "H", "H", "H", "H", "H", "H", "H", "H"], "positions_angstrom": [[-2.256088, -4.485982, 10.655468], [-1.063583, -3.955646, 10.208842], [-0.656766, -2.634521, 10.461827], [-1.509709, -1.891581, 11.259330], [-2.788863, -2.329100, 11.698028], [-3.114629, -3.660738, 11.470105], [-1.008995, -0.520701, 11.667319], [-0.225075, 0.073420, 10.965522], [-1.570340, -0.097232, 12.657112], [-2.534923, -5.519877, 10.573006], [-0.414390, -4.531648, 9.530006], [0.337389, -2.301469, 10.292394], [-3.424332, -1.678546, 12.228284], [-3.951579, -4.119822, 11.899135], [-6.569929, -2.627496, -4.084169], [-7.375338, -1.665891, -3.539571], [-8.296821, -1.948951, -2.544248], [-8.478339, -3.255202, -2.172880], [-7.741830, -4.274737, -2.780686], [-6.755067, -3.952727, -3.681387], [-9.523758, -3.564635, -1.144470], [-9.922867, -2.611460, -0.491886], [-9.843602, -4.760594, -0.994289], [-5.839547, -2.311533, -4.777704], [-7.183988, -0.651206, -3.951459], [-8.783532, -1.106732, -2.046082], [-7.921697, -5.317709, -2.527381], [-6.142951, -4.706494, -4.129557], [-1.364479, -0.188242, 6.134923], [-0.772863, 0.510133, 7.190581], [0.655057, 0.694702, 7.098476], [1.367674, 0.271215, 6.037049], [0.798381, -0.419098, 4.970091], [-0.578561, -0.549865, 5.032375], [2.768106, 0.665537, 6.006788], [3.323985, 1.221085, 6.953542], [3.361645, 0.270966, 5.019896], [-2.449588, -0.325564, 5.905062], [-1.307905, 0.834572, 8.079651], [1.071516, 1.395302, 7.875474], [1.426542, -0.831410, 4.179544], [-1.071737, -1.015811, 4.191967], [-4.287867, -3.708262, -0.600911], [-3.188704, -4.156089, 0.089599], [-2.951390, -3.764132, 1.425493], [-3.803125, -2.798480, 1.908149], [-4.917336, -2.345331, 1.275718], [-5.169789, -2.800576, -0.009130], [-3.642905, -2.325903, 3.230329], [-2.740647, -2.771541, 3.901421], [-4.256385, -1.261541, 3.577791], [-4.472761, -4.064217, -1.618976], [-2.379938, -4.672708, -0.523173], [-2.051147, -4.061578, 1.974447], [-5.549457, -1.622718, 1.703328], [-5.956783, -2.466782, -0.611718], [4.493623, 2.027407, 2.913995], [5.721414, 1.789717, 3.586361], [6.755654, 1.145131, 2.985806], [6.553471, 0.688652, 1.670051], [5.335446, 0.820684, 1.071295], [4.204061, 1.400509, 1.741648], [7.668466, 0.151210, 0.799866], [8.805750, 0.197934, 1.218310], [7.399466, -0.249179, -0.328655], [3.678688, 2.563715, 3.516340], [5.813431, 2.072114, 4.643863], [7.727536, 1.078311, 3.436001], [5.156726, 0.454938, 0.046756], [3.209524, 1.430961, 1.352611], [4.697191, -6.502294, 1.481711], [3.709642, -6.796813, 0.570951], [2.406169, -6.512435, 0.802093], [2.010679, -5.925063, 2.009795], [3.006740, -5.749402, 2.962540], [4.319322, -6.031016, 2.700552], [0.571296, -5.613833, 2.284436], [-0.243428, -6.170089, 1.571737], [0.320588, -4.840844, 3.142864], [5.725098, -6.720470, 1.213947], [4.005805, -7.201382, -0.449576], [1.672336, -6.708478, 0.020627], [2.759896, -5.398266, 3.946928], [5.082460, -5.846007, 3.458724], [-3.603844, 1.972147, 3.705959], [-3.230063, 1.431651, 2.498624], [-1.907092, 1.647020, 2.002805], [-1.063825, 2.501529, 2.705931], [-1.563077, 3.151191, 3.867209], [-2.780473, 2.863719, 4.372479], [0.353408, 2.629131, 2.348779], [0.714003, 2.031993, 1.312747], [0.993007, 3.377947, 3.028545], [-4.592917, 1.672251, 4.086439], [-3.822468, 0.720304, 1.912656], [-1.579545, 1.141047, 1.105636], [-0.981096, 3.955291, 4.316607], [-3.064544, 3.433063, 5.266742], [-3.780134, -0.932834, -8.680290], [-3.408979, -0.531467, -7.437370], [-3.103136, -1.455422, -6.413771], [-3.310030, -2.797266, -6.695688], [-3.849872, -3.192022, -7.945721], [-3.940345, -2.267254, -8.967462], [-3.312423, -3.736013, -5.543331], [-2.989347, -3.360033, -4.433535], [-3.482190, -4.895956, -5.742770], [-3.793200, -0.182904, -9.464520], [-3.274542, 0.529753, -7.288382], [-2.642798, -1.079587, -5.529785], [-4.062464, -4.239727, -8.156130], [-4.178801, -2.582044, -9.934689], [5.371769, 6.841927, 1.127004], [5.050005, 5.417372, 1.082942], [3.717724, 5.121724, 0.908175], [2.832032, 6.186976, 0.605670], [3.178460, 7.499644, 0.427030], [4.494616, 7.840084, 0.780118], [1.431667, 5.858212, 0.367504], [0.659525, 6.781285, 0.199477], [1.062628, 4.696267, 0.440494], [6.345835, 7.108853, 1.575049], [5.777544, 4.675346, 1.414014], [3.320008, 4.126155, 1.193329], [2.362896, 8.142623, 0.178036], [4.908147, 8.865753, 0.776359], [0.800159, -4.500471, -3.211799], [-0.143226, -4.729788, -4.186840], [-0.020061, -4.323377, -5.534138], [1.140545, -3.642357, -5.838655], [2.137279, -3.397385, -4.904871], [1.940593, -3.774865, -3.622764], [1.453796, -3.272062, -7.190175], [2.583330, -2.851945, -7.387898], [0.571199, -3.332370, -8.039522], [0.614091, -4.882922, -2.196115], [-1.106397, -5.222929, -4.013553], [-0.806873, -4.501789, -6.231262], [2.994247, -2.824966, -5.154668], [2.730042, -3.470649, -2.968707], [-5.730917, 4.774925, -4.029344], [-5.523191, 4.715663, -2.683130], [-5.072340, 3.542837, -2.107375], [-4.907630, 2.418832, -2.971203], [-5.093480, 2.491922, -4.371278], [-5.490588, 3.725461, -4.852323], [-4.399112, 1.120774, -2.358523], [-4.305155, 0.960445, -1.181562], [-4.138716, 0.308833, -3.198962], [-6.115480, 5.672617, -4.550603], [-5.699241, 5.611946, -2.111400], [-4.964970, 3.520070, -0.982842], [-4.938459, 1.674052, -5.081698], [-5.459542, 3.898769, -5.877876], [-1.162661, 2.922814, -3.385717], [-1.007789, 2.660645, -2.011259], [-1.391322, 3.566395, -1.027762], [-1.821460, 4.847834, -1.534643], [-1.835040, 5.140755, -2.890096], [-1.530067, 4.175966, -3.842189], [-2.599579, 5.738569, -0.635432], [-3.135221, 5.298875, 0.330183], [-2.651022, 6.889790, -0.989678], [-0.962427, 2.060345, -4.059092], [-0.695702, 1.713039, -1.737209], [-1.446684, 3.249794, 0.041490], [-2.115161, 6.124254, -3.165236], [-1.631496, 4.445572, -4.888753], [-0.504545, -1.141341, -2.946748], [0.691326, -1.084388, -2.237819], [0.727005, -0.948761, -0.859182], [-0.435276, -1.178537, -0.160546], [-1.694847, -1.338437, -0.801675], [-1.691993, -1.387186, -2.217560], [-0.365551, -1.341334, 1.246792], [-1.366866, -1.202522, 1.936105], [0.737270, -1.515180, 1.799430], [-0.557539, -1.242258, -3.990665], [1.660280, -1.068800, -2.754699], [1.637035, -1.045899, -0.362699], [-2.655176, -1.456397, -0.221529], [-2.540467, -1.539780, -2.826024], [6.385478, -2.440363, 2.925513], [4.983631, -2.302831, 2.993300], [4.199149, -2.639436, 1.904722], [4.819827, -3.142724, 0.693588], [6.162518, -3.344370, 0.737588], [6.978773, -3.000471, 1.784163], [4.009422, -3.776198, -0.333510], [4.619615, -4.477308, -1.143091], [2.804223, -3.507832, -0.376407], [7.074377, -2.209156, 3.702181], [4.491185, -1.879079, 3.911518], [3.107259, -2.443069, 2.029600], [6.621087, -3.879208, -0.126288], [8.056943, -3.090933, 1.746870], [1.082701, -0.704052, -9.765193], [0.135613, -0.018893, -8.861888], [0.880846, 0.327020, -7.617105], [0.306962, 0.696518, -6.538953], [-0.876583, 0.806676, -6.379409], [1.233852, 0.904069, -5.606695], [2.632956, 0.519944, -5.927928], [1.871477, -0.042557, -10.139886], [0.532985, -0.999330, -10.629223], [1.543522, -1.557112, -9.254076], [-0.643651, -0.777911, -8.575400], [-0.261966, 0.962339, -9.186668], [3.278293, 0.749367, -5.085014], [3.009599, 1.001458, -6.796103], [2.638547, -0.577160, -6.018694], [2.910805, 5.256287, 6.800545], [3.043829, 4.785491, 5.355472], [2.578550, 5.752751, 4.418361], [1.284907, 6.063481, 4.465211], [0.476659, 5.541263, 5.178613], [0.986646, 7.144227, 3.700421], [-0.434858, 7.513979, 3.780986], [3.511033, 6.146496, 7.058191], [3.335663, 4.533848, 7.538143], [1.870036, 5.401244, 7.084210], [2.580423, 3.788076, 5.147513], [4.144765, 4.724862, 5.096104], [-0.563300, 8.486555, 3.426045], [-0.765614, 7.411501, 4.831201], [-1.023659, 6.817333, 3.125543], [2.333288, 3.675408, -2.528397], [2.902710, 2.355806, -2.075995], [3.802249, 1.927500, -3.107718], [4.171894, 0.686714, -3.024915], [3.764158, -0.053650, -2.126557], [5.014770, 0.427579, -3.998402], [5.531844, -0.943774, -3.812082], [1.742426, 4.070293, -1.753524], [1.790125, 3.582007, -3.456339], [3.118299, 4.418999, -2.720321], [2.082524, 1.701634, -1.889006], [3.342906, 2.430396, -1.055596], [5.742377, -1.095376, -2.725535], [6.460340, -1.007927, -4.400826], [4.759128, -1.581787, -4.210456]], "forces_ev_per_a": [[-0.70, 1.69, 1.85], [0.71, -0.22, -1.53], [-1.54, -0.94, 1.59], [0.12, 0.44, -0.45], [1.81, -0.95, -0.69], [2.26, 0.05, -1.66], [-2.01, -0.95, -0.26], [0.33, -0.16, 0.18], [0.54, 0.60, 0.25], [0.14, -0.24, -0.46], [-0.32, 0.02, 0.62], [0.49, 0.35, -0.60], [-0.49, 0.62, 0.67], [-1.33, -0.27, 0.43], [-0.77, -0.97, 0.85], [0.53, 1.50, -0.58], [0.00, 1.25, 0.20], [-0.34, -0.60, -0.15], [-0.41, -0.50, 0.66], [0.24, 0.63, -0.57], [0.47, -1.09, 0.29], [-0.10, -1.08, -0.41], [0.36, 2.32, -0.22], [0.77, -0.06, -0.74], [-0.55, -0.54, 0.83], [-0.19, -0.59, -0.17], [-0.05, 0.31, 0.10], [0.20, -0.52, -0.05], [-0.45, 0.99, -0.87], [1.42, -1.09, -0.75], [-2.67, 2.13, 2.67], [0.20, 0.34, -0.09], [-0.08, 0.12, 0.32], [0.28, -0.87, -0.43], [1.14, -1.07, 0.39], [-0.90, -0.08, -0.83], [0.58, 0.34, -0.25], [0.86, 0.11, 1.05], [0.10, 0.07, -0.29], [-0.02, -1.19, -0.95], [-0.50, 0.33, 0.06], [0.00, -0.09, 0.05], [-0.70, 0.15, -0.21], [2.15, -0.52, -0.13], [0.67, -0.09, -1.50], [-0.74, -1.24, 0.55], [-0.58, -0.19, -2.22], [1.36, -0.90, 0.21], [0.92, 4.01, 2.14], [-0.43, -0.70, 0.28], [0.66, -2.57, -0.67], [0.15, 0.29, 0.29], [-1.22, 0.20, 1.28], [-0.54, 0.02, -0.19], [-0.55, 0.67, 0.66], [-1.31, 0.64, -0.44], [-1.12, 0.15, 2.76], [-0.82, 0.69, 0.63], [0.71, -0.27, -1.19], [0.23, 0.27, -0.42], [-2.21, -0.42, -1.01], [2.31, 0.05, -0.51], [-0.21, 0.25, -0.47], [-0.17, -0.01, 0.60], [-0.28, 0.18, 0.84], [1.23, -0.80, -1.15], [-0.01, 0.17, -0.61], [0.19, -0.29, 0.25], [0.35, 0.05, 0.61], [-0.34, -0.02, -0.58], [0.45, -0.77, -0.60], [1.31, -0.74, -2.57], [-2.27, 0.47, -0.06], [1.01, -0.79, -0.22], [-1.53, 0.56, 0.73], [1.17, 0.35, 0.82], [1.42, -1.32, -1.73], [-0.17, -0.05, -0.16], [-0.37, 1.34, 1.65], [-0.01, 0.13, 0.23], [-0.48, 0.51, 1.49], [0.07, 0.05, 0.32], [-0.28, 0.26, 0.21], [-0.34, -0.01, -0.09], [-1.52, -0.69, -0.10], [1.85, -0.46, -1.06], [-0.66, 0.38, 0.66], [-1.41, -0.65, 0.85], [2.27, 0.67, -1.10], [-0.75, 0.54, 0.63], [-1.73, -0.51, -2.10], [0.22, 0.71, 1.74], [1.48, 0.09, 0.19], [0.55, 0.37, 0.00], [-0.08, 0.43, 0.53], [0.02, 0.06, 0.03], [0.16, -0.46, 0.07], [-0.23, -0.57, -0.36], [0.41, 0.38, -0.96], [0.68, 0.12, 1.42], [-0.21, 0.52, -1.50], [-1.78, 0.63, 0.01], [1.02, -0.73, 0.58], [-0.13, -0.28, 1.32], [1.77, 0.55, 0.29], [-0.23, 1.49, 0.20], [-1.01, -2.16, -1.37], [-0.41, -0.11, -0.02], [0.23, -0.04, 0.36], [-0.06, -0.05, 0.74], [0.07, 0.23, 0.29], [-0.43, -0.48, -1.29], [0.98, -2.12, 0.46], [-0.23, 2.52, 0.83], [-0.57, -0.21, 0.48], [0.53, -1.27, -0.56], [0.77, -0.39, 0.79], [0.19, 0.50, -0.36], [-0.96, -0.21, 0.81], [-0.17, 0.13, -0.31], [0.48, 0.16, -0.15], [-0.44, -0.08, -0.71], [-0.24, 0.20, -0.21], [0.19, 0.71, -0.73], [0.08, 0.70, -0.21], [-0.74, -0.58, 0.03], [0.31, 0.23, -0.37], [-1.58, -0.44, -1.12], [1.01, 0.49, 1.55], [0.05, -0.73, 0.04], [-1.00, 0.22, -0.38], [-0.14, -0.65, 1.46], [-0.27, 0.82, -0.80], [-0.29, -0.15, -0.61], [0.45, -0.18, 0.34], [0.41, 0.50, -0.50], [0.52, 0.01, 0.53], [-0.16, -0.15, -0.48], [0.57, 0.17, -0.35], [0.09, -0.25, 0.82], [-0.78, 1.79, -1.10], [-0.01, 0.24, 0.60], [-0.21, -1.17, 0.43], [0.28, 0.68, 1.06], [0.22, -0.10, 1.18], [0.72, -1.27, 0.46], [-0.96, 1.79, -1.70], [0.02, 0.26, 1.35], [0.53, -1.70, -0.85], [0.42, -0.28, 0.79], [0.02, -0.04, 0.39], [0.21, -0.42, -1.55], [0.15, 0.16, 0.71], [-0.48, 0.04, -1.72], [0.56, -1.06, -0.10], [-1.02, 1.75, -0.53], [-0.73, 1.14, -0.72], [-0.20, -2.51, 0.99], [0.21, -0.25, 0.68], [0.02, 0.03, 0.43], [1.70, 0.43, -1.71], [-0.69, -1.09, 1.50], [-0.30, 1.14, -0.14], [-0.12, 0.92, 0.25], [0.62, -1.84, 0.61], [0.13, 0.73, -1.12], [-0.40, 0.72, -0.32], [0.11, -0.30, 0.08], [-0.50, -1.32, 2.60], [0.74, 1.31, -0.89], [-0.98, -1.71, -0.94], [-1.79, 0.06, -1.42], [-0.18, -0.18, -0.36], [1.52, 1.18, 0.88], [1.23, 0.76, 3.24], [-0.20, -0.32, -0.93], [-0.87, -0.11, -1.28], [0.22, 0.09, -1.30], [-0.54, 0.15, 0.15], [1.43, 0.38, 0.80], [1.39, 0.09, -0.69], [-1.17, -0.17, 0.05], [-0.25, -0.85, -1.17], [0.33, 0.59, 0.72], [-0.67, 0.23, -1.06], [-1.63, 0.34, 3.57], [1.61, -1.53, -2.62], [-0.66, 1.13, 1.34], [-0.09, 0.77, -1.09], [-1.12, 0.43, 0.48], [1.34, -0.66, 0.05], [-0.03, 0.43, 0.88], [0.61, -0.49, -1.08], [0.94, -0.50, -0.63], [-0.41, 0.63, 0.66], [-0.11, -0.21, -0.17], [1.30, 0.53, -0.07], [-0.83, 0.18, 2.10], [1.06, -1.26, -3.45], [0.11, -0.06, 0.76], [-0.81, 0.39, 0.69], [1.01, 0.32, 0.84], [-1.08, -1.05, 1.26], [-0.02, 0.00, 0.24], [-0.41, -0.62, -0.67], [-0.23, 0.18, -0.38], [0.32, 1.16, -0.16], [-0.12, -0.84, -0.20], [-0.75, 0.43, -0.22], [0.05, 0.35, -0.77], [0.09, 0.39, -0.39], [0.50, -0.44, 1.11], [1.54, -0.70, 0.25], [-0.46, 0.84, -0.87], [-0.25, 1.05, 0.22], [-0.41, -0.79, 0.28], [-0.09, -0.40, 0.07], [0.08, -2.69, 0.44], [-0.43, 0.00, -0.70], [-0.39, -0.06, -0.86], [0.09, 0.12, -0.06], [0.15, 0.89, 0.33], [-1.23, -0.15, 0.24], [0.27, 1.54, -0.56], [0.10, 0.13, -0.68], [0.51, 0.55, 0.69], [1.56, 0.26, -0.67], [-0.38, 1.44, 0.80], [-0.44, 1.07, 0.23], [-0.87, -0.58, 2.29], [0.93, 0.15, -1.39], [1.02, -1.63, 0.54], [0.75, 0.87, 0.11], [-1.11, 0.41, 0.83], [-0.42, -0.17, -0.15], [0.08, -0.22, 0.10], [-0.49, -1.08, -0.50], [0.56, 0.03, -0.90], [-0.26, -0.10, -1.05], [-0.52, 0.07, 0.20], [0.02, -0.60, 0.15]]}